1.
The following is a DFT calculation (ωB97M-V/def2-TZVPD) of a cluster of 2 separate species, C6H12O in total in a non-equilibrium geometry.

Geometry as XYZ:
```
19
Properties=species:S:1:pos:R:3:forces:R:3:nbo_charge:R:1
O -0.081 -1.543 -4.715 -5.1 2.3 -2.7 -0.96
C 2.065 1.051 1.167 -2.7 0.6 0.6 -0.20
C -0.336 0.131 1.295 1.3 0.0 0.7 -0.14
C 1.956 2.374 1.143 -0.9 -0.8 0.0 -0.39
C 0.996 0.054 1.122 -1.9 2.0 -0.8 -0.23
C -1.258 -1.017 0.958 -0.7 1.3 1.2 -0.45
C -2.632 -0.438 0.496 -1.9 -4.0 0.5 -0.61
H -0.762 -1.633 0.259 0.3 -0.3 -1.6 0.21
H 2.762 2.959 1.503 0.6 0.8 -0.3 0.20
H -3.072 -1.211 -0.230 0.6 1.2 0.6 0.21
H -2.582 0.498 0.008 0.2 1.0 -0.4 0.21
H 1.382 -0.798 0.700 0.5 -2.5 -0.8 0.18
H -0.736 1.045 1.743 -0.2 -0.3 -0.2 0.19
H 2.902 0.481 1.305 3.0 -0.4 0.6 0.19
H 0.592 -1.691 -4.135 2.5 0.0 2.9 0.47
H -3.476 -0.470 1.290 1.8 0.5 -0.9 0.22
H -0.758 -0.801 -4.450 2.6 -2.3 -0.2 0.49
H -1.327 -1.768 1.759 -0.5 0.7 0.4 0.22
H 0.979 2.799 0.886 0.5 0.1 0.3 0.20
```
Positions in Å, forces in eV/Å.

Values from the calculation:
Energy in eV: -8461.452
HOMO level in Ha: -0.318
Structure (SMILES): C=C/C=C/CC.O
Energy above the lowest of the compared OMol25 structures with the same formula, charge and spin in kJ/mol: 280.0
Charge: 0
Frontier orbital gap in eV: 9.30
LUMO energy in eV: 0.6

***

2.
The following is a DFT calculation (ωB97M-V/def2-TZVPD) of the molecule C4H7NO in a non-equilibrium geometry.

Geometry as XYZ:
```
13
Properties=species:S:1:pos:R:3:forces:R:3:nbo_charge:R:1
O -1.321 -0.545 -0.467 0.3 0.4 1.1 -0.38
N -1.242 0.857 -0.237 -0.5 -0.1 -0.3 -0.08
C -0.297 -1.147 0.346 1.2 -1.0 -0.1 -0.09
C 0.722 -0.024 0.580 -0.4 -0.5 -1.3 -0.32
C 1.769 0.006 -0.517 0.4 -0.2 -1.1 -0.61
C -0.164 1.130 0.368 -0.7 -0.3 -0.3 0.02
H 1.188 -0.034 1.526 0.4 -0.2 1.2 0.22
H 0.177 -1.967 -0.256 -0.6 0.6 0.5 0.19
H 0.115 2.145 0.514 0.0 0.7 0.2 0.21
H 1.310 0.156 -1.541 0.5 -0.4 1.2 0.22
H 2.366 -0.901 -0.469 -0.2 -0.4 -0.3 0.21
H -0.612 -1.578 1.329 -0.5 0.5 -0.8 0.18
H 2.535 0.750 -0.365 0.0 0.8 0.1 0.21
```
Positions in Å, forces in eV/Å.

Values from the calculation:
Energy in eV: -7796.966
HOMO level in Ha: -0.351
Structure (SMILES): C[C@H]1C=NOC1
Energy above the lowest of the compared OMol25 structures with the same formula, charge and spin in kJ/mol: 258.4
Charge: 0
Frontier orbital gap in eV: 10.52
LUMO energy in eV: 1.0

***

3.
The following is a DFT calculation (ωB97M-V/def2-TZVPD) of a structure of composition C15H21FN2O2S in a non-equilibrium geometry.

Geometry as XYZ:
```
42
Properties=species:S:1:pos:R:3:forces:R:3:nbo_charge:R:1
S 1.683 -0.522 -1.881 0.8 3.2 -3.0 0.32
F 6.045 -2.980 -5.022 -0.5 0.4 0.9 -0.33
O -4.524 0.316 2.354 0.4 5.0 -1.5 -0.65
O -0.577 -2.150 0.979 4.9 1.1 3.0 -0.70
N -5.063 2.288 1.296 7.5 11.6 3.1 -0.74
N -0.398 1.165 1.525 -5.1 -3.8 2.0 -0.42
C 4.268 -3.426 -3.230 1.9 7.3 -0.7 -0.24
C 2.851 -1.421 -2.897 1.0 0.7 2.6 -0.15
C 5.085 -2.457 -4.207 -2.7 -6.0 1.6 0.41
C -1.284 0.483 2.571 -2.7 -2.9 2.0 -0.28
C 0.136 -1.028 0.244 -8.6 -0.3 -2.0 0.11
C -2.252 1.568 3.205 8.6 -4.8 9.4 -0.40
C 3.323 -2.596 -2.407 7.5 2.3 -13.8 -0.17
C -2.169 2.727 1.197 0.2 3.2 1.3 -0.39
C -4.318 1.569 2.043 3.1 -4.5 3.4 0.67
C -3.059 2.349 2.436 -0.7 -2.9 -5.4 -0.40
C 3.603 -0.725 -3.849 -8.5 3.4 2.7 -0.20
C 0.479 0.127 1.089 -2.7 6.0 -10.5 -0.22
C 4.476 -1.307 -4.568 5.8 1.4 -5.8 -0.30
C 1.155 -1.501 -0.640 2.9 -6.7 2.4 -0.66
C -1.496 1.557 0.529 2.9 2.3 -0.5 -0.28
H 1.940 -1.875 0.129 0.1 0.9 -1.1 0.19
H 1.066 0.826 0.256 -0.2 -2.0 2.0 0.19
H 2.966 0.168 -4.139 1.8 -0.5 -0.2 0.22
H -2.198 -0.417 2.174 3.3 2.5 0.4 0.24
H -1.368 2.136 3.885 -1.9 0.0 -2.3 0.20
H -5.643 1.786 0.976 -11.2 -7.3 -6.4 0.37
H -2.546 1.151 4.303 -0.8 0.3 -3.0 0.25
H -2.296 1.037 0.032 0.0 -2.0 0.5 0.21
H 1.039 -0.202 1.738 6.1 -2.6 7.3 0.18
H -4.925 3.378 1.128 -0.6 -3.8 0.4 0.42
H 4.854 -0.655 -5.486 -0.4 -1.8 1.9 0.24
H -0.802 1.843 -0.292 -0.9 0.6 -0.1 0.21
H -0.831 -0.758 -0.544 2.4 -0.2 2.1 0.18
H 2.972 -2.999 -1.727 -6.1 -6.8 11.7 0.15
H -2.795 3.385 0.514 1.1 -0.7 0.5 0.20
H -0.652 -0.213 3.492 -1.6 2.6 -2.8 0.20
H 0.931 -2.553 -1.026 -0.6 1.4 0.2 0.26
H -3.235 3.089 3.045 -1.8 4.9 2.4 0.24
H 4.785 -4.262 -2.837 0.0 -1.0 0.2 0.22
H 0.093 -2.244 1.868 -3.0 0.0 -3.4 0.44
H -1.318 3.339 1.744 -1.7 -0.7 -1.6 0.23
```
Positions in Å, forces in eV/Å.

Values from the calculation:
Energy in eV: -36510.419
HOMO level in Ha: -0.299
Energy above the lowest of the compared OMol25 structures with the same formula, charge and spin in kJ/mol: 1332.8
Charge: 0
Frontier orbital gap in eV: 8.47
LUMO energy in eV: 0.3

***

Which of these has the lowest HOMO level? C4H7NO

***

Look up the energy above the lowest of the compared OMol25 structures with the same formula, charge and spin of the second one. 258.4 kJ/mol

***

What did the first record say?
The following is a DFT calculation (ωB97M-V/def2-TZVPD) of a cluster of 2 separate species, C6H12O in total in a non-equilibrium geometry.

Geometry as XYZ:
```
19
Properties=species:S:1:pos:R:3:forces:R:3:nbo_charge:R:1
O -0.081 -1.543 -4.715 -5.1 2.3 -2.7 -0.96
C 2.065 1.051 1.167 -2.7 0.6 0.6 -0.20
C -0.336 0.131 1.295 1.3 0.0 0.7 -0.14
C 1.956 2.374 1.143 -0.9 -0.8 0.0 -0.39
C 0.996 0.054 1.122 -1.9 2.0 -0.8 -0.23
C -1.258 -1.017 0.958 -0.7 1.3 1.2 -0.45
C -2.632 -0.438 0.496 -1.9 -4.0 0.5 -0.61
H -0.762 -1.633 0.259 0.3 -0.3 -1.6 0.21
H 2.762 2.959 1.503 0.6 0.8 -0.3 0.20
H -3.072 -1.211 -0.230 0.6 1.2 0.6 0.21
H -2.582 0.498 0.008 0.2 1.0 -0.4 0.21
H 1.382 -0.798 0.700 0.5 -2.5 -0.8 0.18
H -0.736 1.045 1.743 -0.2 -0.3 -0.2 0.19
H 2.902 0.481 1.305 3.0 -0.4 0.6 0.19
H 0.592 -1.691 -4.135 2.5 0.0 2.9 0.47
H -3.476 -0.470 1.290 1.8 0.5 -0.9 0.22
H -0.758 -0.801 -4.450 2.6 -2.3 -0.2 0.49
H -1.327 -1.768 1.759 -0.5 0.7 0.4 0.22
H 0.979 2.799 0.886 0.5 0.1 0.3 0.20
```
Positions in Å, forces in eV/Å.

Values from the calculation:
Energy in eV: -8461.452
HOMO level in Ha: -0.318
Structure (SMILES): C=C/C=C/CC.O
Energy above the lowest of the compared OMol25 structures with the same formula, charge and spin in kJ/mol: 280.0
Charge: 0
Frontier orbital gap in eV: 9.30
LUMO energy in eV: 0.6

***

energy of number 3 (C15H21FN2O2S)? -36510.419 eV